Record 1
63
Properties=species:S:1:pos:R:3:nbo_charge:R:1 method="wB97M-V/def2-TZVPD" orbital_gap_ev="4.85 / 6.49" e_above_lowest_kcal_mol=10.8 spin_multiplicity=4 lumo_energy_ev="0.152 / 0.129" homo_ha="-0.1725 / -0.2336"
Co -0.549 -0.843 -0.336 0.863
C -1.923 0.463 4.132 -0.592
C -1.932 1.085 2.730 -0.256
C -2.905 2.263 2.709 -0.602
C -2.244 0.021 1.698 -0.031
C -1.436 -1.132 1.647 -0.207
C -1.765 -2.206 0.799 -0.340
C -2.872 -2.108 -0.062 -0.011
C -3.256 -3.275 -0.926 -0.627
C -3.624 -0.944 -0.043 -0.252
C -3.323 0.098 0.827 -0.185
H -1.791 1.236 4.886 0.207
H -1.114 -0.254 4.243 0.209
H -2.864 -0.049 4.325 0.202
H -0.924 1.469 2.527 0.227
H -3.923 1.925 2.894 0.201
H -2.876 2.783 1.754 0.206
H -2.643 2.975 3.490 0.212
H -0.665 -1.272 2.397 0.230
H -1.270 -3.162 0.923 0.224
H -2.538 -3.400 -1.737 0.219
H -4.244 -3.131 -1.357 0.214
H -3.260 -4.195 -0.342 0.215
H -4.480 -0.853 -0.700 0.207
H -3.964 0.965 0.827 0.205
N -0.495 0.493 -4.145 -0.511
C -1.106 1.645 -3.696 -0.078
C -1.407 1.441 -2.385 -0.067
N -1.011 0.204 -1.994 -0.464
C -0.439 -0.370 -3.075 0.260
C 0.147 -1.635 -2.937 0.271
N 0.144 -2.229 -1.725 -0.482
C 0.775 -3.419 -1.885 -0.071
C 1.178 -3.577 -3.175 -0.085
N 0.780 -2.441 -3.849 -0.509
H -0.084 0.364 -5.052 0.417
H -1.293 2.474 -4.347 0.222
H -1.889 2.109 -1.700 0.225
H 0.909 -4.096 -1.065 0.221
H 1.680 -4.384 -3.670 0.223
H 0.971 -2.229 -4.813 0.418
C 2.867 -0.601 -0.922 -0.591
C 2.173 0.671 -0.423 -0.183
C 2.145 1.696 -1.583 -0.602
C 0.793 0.414 0.095 -0.625
C 2.891 1.246 0.789 0.020
C 2.725 2.584 1.140 -0.175
C 3.337 3.115 2.258 -0.228
C 4.136 2.321 3.063 -0.244
C 4.291 0.987 2.740 -0.208
C 3.676 0.454 1.623 -0.225
H 2.444 -0.908 -1.873 0.189
H 2.716 -1.418 -0.222 0.211
H 3.931 -0.412 -1.061 0.200
H 1.823 1.195 -2.493 0.188
H 3.138 2.112 -1.747 0.204
H 1.441 2.503 -1.393 0.205
H 0.357 1.350 0.480 0.120
H 2.107 3.227 0.532 0.197
H 3.193 4.158 2.501 0.202
H 4.622 2.737 3.933 0.205
H 4.902 0.350 3.362 0.202
H 3.819 -0.591 1.407 0.208

Record 2
66
Properties=species:S:1:pos:R:3:nbo_charge:R:1 method="wB97M-V/def2-TZVPD" orbital_gap_ev="6.62 / 6.75" e_above_lowest_kcal_mol=21.3 spin_multiplicity=3 lumo_energy_ev="0.003 / -1.412" homo_ha="-0.2434 / -0.2999"
Au -2.255 0.918 -0.233 0.715
Cl -5.628 7.111 0.002 0.064
C -4.373 5.958 -0.209 -0.074
C -3.017 6.425 -0.332 -0.062
Cl -2.713 8.115 -0.261 0.061
C -1.992 5.546 -0.512 -0.150
Cl -0.361 6.064 -0.690 0.037
C -2.228 4.128 -0.577 0.330
O -1.333 3.279 -0.765 -0.650
C -3.615 3.660 -0.432 0.409
O -3.854 2.424 -0.487 -0.683
C -4.660 4.625 -0.265 -0.167
Cl -6.262 4.021 -0.133 0.059
O -4.796 -0.057 1.204 -0.483
C -4.036 -0.544 0.438 0.439
C -3.684 -1.970 0.227 -0.187
C -4.697 -2.928 0.288 -0.171
C -4.405 -4.251 0.022 -0.205
C -3.099 -4.633 -0.277 -0.147
C -2.098 -3.681 -0.328 -0.212
C -2.384 -2.335 -0.104 -0.331
P -1.100 -1.042 -0.084 0.977
C -0.228 -1.399 1.462 -0.378
C -0.764 -0.860 2.629 -0.125
C -0.185 -1.135 3.855 -0.218
C 0.937 -1.953 3.924 -0.197
C 1.467 -2.498 2.764 -0.199
C 0.886 -2.226 1.533 -0.206
C 0.027 -1.416 -1.459 -0.376
C 1.350 -0.977 -1.404 -0.227
C 2.200 -1.190 -2.476 -0.149
C 1.737 -1.827 -3.620 -0.212
C 0.418 -2.250 -3.687 -0.210
C -0.435 -2.047 -2.611 -0.187
H -5.701 -2.617 0.545 0.231
H -5.191 -4.994 0.063 0.221
H -2.865 -5.673 -0.458 0.213
H -1.079 -3.980 -0.543 0.224
H -1.622 -0.198 2.576 0.218
H -0.600 -0.702 4.755 0.222
H 1.396 -2.162 4.881 0.218
H 2.341 -3.134 2.812 0.216
H 1.317 -2.651 0.635 0.226
H 1.712 -0.476 -0.513 0.245
H 3.229 -0.857 -2.414 0.209
H 2.402 -1.992 -4.458 0.217
H 0.047 -2.736 -4.579 0.219
H -1.467 -2.367 -2.684 0.224
N 1.501 3.065 -0.961 -0.797
C 2.016 2.149 -0.119 0.305
S 1.106 1.592 1.161 -0.277
N 3.263 1.723 -0.470 -0.612
C 4.123 0.746 0.075 0.236
C 3.875 0.004 1.224 -0.291
C 4.806 -0.945 1.628 -0.190
C 5.975 -1.171 0.920 -0.227
C 6.217 -0.424 -0.225 -0.197
C 5.301 0.523 -0.642 -0.279
H 0.541 3.371 -0.798 0.462
H 2.013 3.434 -1.743 0.380
H 3.648 2.158 -1.296 0.385
H 2.971 0.165 1.788 0.265
H 4.601 -1.515 2.526 0.213
H 6.687 -1.913 1.252 0.214
H 7.122 -0.577 -0.798 0.216
H 5.498 1.100 -1.540 0.203

Record 3
20
Properties=species:S:1:pos:R:3:nbo_charge:R:1 method="wB97M-V/def2-TZVPD" orbital_gap_ev="6.21 / 5.79" spin_multiplicity=3 lumo_energy_ev="-0.751 / -3.698" homo_ha="-0.2558 / -0.3486"
C -2.586 0.729 0.061 0.219
C 2.321 0.273 -0.756 0.249
C -0.189 -2.097 0.440 -0.157
C -1.334 -1.188 0.639 -0.184
C 1.040 -1.636 0.226 -0.174
C -1.376 0.012 -0.018 -0.168
C -0.363 0.642 -0.942 0.128
C 1.355 -0.169 0.114 -0.148
N -3.647 1.186 0.028 -0.274
N 3.019 0.419 -1.644 -0.276
N -0.089 1.880 -0.843 -0.702
N 1.002 0.533 1.269 0.480
O 1.284 1.761 1.353 -0.443
O 0.293 -0.007 2.092 -0.377
H -0.332 -3.250 0.456 0.241
H -2.199 -1.639 1.083 0.240
H 1.959 -2.162 0.042 0.228
H -0.533 0.226 -2.018 0.267
H -0.172 2.310 0.018 0.428
H 0.547 2.176 -1.599 0.425

Record 4
15
Properties=species:S:1:pos:R:3:nbo_charge:R:1 method="wB97M-V/def2-TZVPD" orbital_gap_ev=10.60 e_above_lowest_kcal_mol=34.8 lumo_energy_ev=1.131 homo_ha=-0.3480
C -2.690 -0.265 0.040 -0.626
C -1.195 -0.327 -0.151 -0.075
O -0.634 0.914 0.303 -0.502
C 0.707 0.941 0.240 0.409
N 1.356 0.032 -0.343 -0.513
C 2.771 -0.112 -0.135 -0.424
H -2.946 -0.159 1.098 0.211
H -3.108 0.584 -0.509 0.213
H -3.143 -1.186 -0.340 0.214
H -0.736 -1.142 0.422 0.185
H -0.917 -0.490 -1.196 0.191
H 1.116 1.804 0.782 0.146
H 3.279 -0.378 -1.067 0.200
H 2.860 -0.971 0.538 0.201
H 3.280 0.755 0.317 0.169

Record 5
13
Properties=species:S:1:pos:R:3:nbo_charge:R:1 method="wB97M-V/def2-TZVPD" orbital_gap_ev=9.07 e_above_lowest_kcal_mol=73.7 lumo_energy_ev=-0.737 homo_ha=-0.3604
C -2.414 -1.605 -0.493 -0.655
C -1.185 -0.776 -0.317 0.208
C 0.434 0.420 0.408 0.367
C -0.091 -0.721 -1.292 0.033
H -2.129 -2.656 -0.646 0.234
H -2.841 -1.331 -1.458 0.227
H -3.143 -1.447 0.291 0.244
H 2.562 2.124 1.385 0.477
H 0.015 -1.193 -2.285 0.206
N -0.853 -0.067 0.690 -0.400
N 1.040 1.178 1.223 -0.038
N 0.875 -0.001 -0.860 -0.404
O 2.204 1.604 0.689 -0.500

Record 6
10
Properties=species:S:1:pos:R:3:nbo_charge:R:1 method="wB97M-V/def2-TZVPD" orbital_gap_ev=11.02 e_above_lowest_kcal_mol=14.2 lumo_energy_ev=0.719 homo_ha=-0.3786
C 0.340 0.608 0.786 -0.212
C -0.499 0.218 -0.419 -0.563
C -0.105 -1.169 -0.749 0.444
H 0.233 -0.154 1.595 0.227
H -0.470 0.913 -1.297 0.263
H -1.553 0.094 -0.089 0.260
H 0.437 -1.616 0.092 0.101
O -0.346 -1.745 -1.782 -0.495
Cl -0.149 2.171 1.407 0.007
Cl 2.113 0.680 0.457 -0.033

Record 7
21
Properties=species:S:1:pos:R:3:nbo_charge:R:1 method="wB97M-V/def2-TZVPD" orbital_gap_ev=9.13 e_above_lowest_kcal_mol=121.2 lumo_energy_ev=0.771 homo_ha=-0.3074
C 2.596 -0.962 -1.023 -0.287
C 3.246 -0.664 0.241 -0.292
C 1.382 -0.302 -1.042 -0.078
C 2.348 0.166 0.984 -0.063
C -2.302 -0.245 -0.247 -0.271
C -1.632 0.223 0.775 -0.184
C -3.553 -0.925 -0.212 -0.657
C 0.311 1.292 0.565 0.361
N 1.213 0.338 0.182 -0.401
O 0.251 2.439 -0.172 -0.704
H 3.185 -1.476 -1.832 0.233
H 4.267 -0.911 0.486 0.224
H 0.472 -0.444 -1.616 0.229
H 2.328 0.465 1.962 0.207
H -1.987 0.266 -1.295 0.202
H -1.726 0.062 1.829 0.178
H -3.752 -1.496 -1.034 0.217
H -4.414 -0.282 -0.152 0.224
H -3.791 -1.564 0.654 0.217
H 0.430 1.473 1.617 0.158
H 1.128 2.548 -0.672 0.486

Number 1: DFT total energy -71066.0804 eV. Number 2: DFT total energy -116569.6563 eV. Number 3: DFT total energy -18438.9926 eV. Number 4: DFT total energy -7830.8115 eV. Number 5: DFT total energy -10744.4175 eV. Number 6: DFT total energy -30267.6620 eV. Number 7: DFT total energy -12007.1452 eV.